one.
# CH3O2

An isolated ion of composition CH3O2 and charge -1 (ωB97M-V/def2-TZVPD, OMol25).

## Properties
E_HOMO ... -2.4143 eV
Kohn-Sham gap ... 7.470 eV
LUMO energy ... 5.06 eV

```
! wB97M-V def2-TZVPD RIJCOSX def2/J DEFGRID3
* xyz -1 1
O -1.088 -0.477 -0.341
C 0.028 0.104 -0.540
O 0.920 0.351 0.790
H 0.862 -0.517 -0.818
H -0.165 1.048 -1.045
H 0.481 -0.143 1.511
*
```


two.
# CH3O2

A 2-piece molecular cluster, CH3O2 overall (ωB97M-V/def2-TZVPD, OMol25).

## Properties
E_HOMO ... -2.3904 eV
Kohn-Sham gap ... 6.671 eV
LUMO energy ... 4.28 eV

```
! wB97M-V def2-TZVPD RIJCOSX def2/J DEFGRID3
* xyz -1 1
O -1.235 1.414 -0.826
H -0.755 2.235 -0.981
O 1.092 -1.978 0.490
C 0.517 -0.914 0.474
H 0.246 -0.258 1.320
H 0.135 -0.500 -0.478
*
```


How do the energies compare? Relative to the most stable structure, in kJ/mol: one 0.0; two 41.1.